174
Properties=species:S:1:pos:R:3:forces:R:3 method="wB97M-V/def2-TZVPD" relative_energy_kj_mol=260.1 e_homo_ha=-0.3174 lumo_energy_ev=0.076 spin_multiplicity=1
C -1.153 2.690 5.759 -1.514 -1.151 1.035
O -2.129 2.740 6.514 1.146 0.700 -0.868
N -0.576 1.516 5.416 0.804 0.061 -1.148
C 0.513 1.475 4.413 -0.738 -0.590 0.565
C -1.071 0.255 5.920 -0.427 -0.195 1.025
H -0.672 3.557 5.281 -0.089 0.099 0.157
H 1.338 0.873 4.790 0.263 0.472 0.197
H 0.799 2.490 4.138 0.211 -0.139 0.114
H 0.213 0.934 3.515 -0.243 0.226 -0.069
H -0.299 -0.281 6.474 0.355 -0.099 -0.340
H -1.835 0.422 6.679 -0.037 0.435 -0.148
H -1.537 -0.412 5.194 0.354 0.178 -0.469
C -5.385 -1.442 3.509 -0.415 1.935 -0.705
O -6.111 -2.135 2.820 0.548 -0.203 0.367
N -5.096 -0.116 3.242 -1.930 -2.135 -0.570
C -5.519 0.557 2.040 0.175 -0.081 -1.184
C -4.280 0.642 4.080 1.751 0.635 0.773
H -4.898 -1.715 4.458 -0.110 -0.480 -0.004
H -6.091 -0.085 1.370 -0.275 -0.175 0.502
H -4.656 0.848 1.440 0.272 0.063 0.228
H -6.063 1.484 2.224 -0.235 -0.131 0.352
H -3.305 0.653 3.591 0.340 0.719 0.342
H -4.666 1.653 4.204 0.089 0.050 -0.037
H -4.145 0.220 5.076 -0.223 -0.195 -0.029
C 1.689 -2.322 -3.417 -0.143 0.779 0.456
O 1.406 -1.886 -2.295 0.110 -0.711 -1.034
N 0.845 -2.856 -4.318 -2.204 -0.509 -0.125
C 1.227 -3.169 -5.649 2.033 0.154 -1.384
C -0.588 -3.072 -4.069 0.368 -0.180 1.696
H 2.698 -2.261 -3.853 0.154 0.070 0.322
H 1.105 -4.195 -5.998 -0.346 -0.251 0.653
H 2.296 -2.966 -5.738 0.181 -0.091 -0.020
H 0.820 -2.554 -6.453 -0.600 0.381 0.406
H -0.895 -4.108 -4.213 0.234 -0.022 -0.664
H -0.748 -2.975 -2.995 -0.016 0.459 -0.031
H -1.256 -2.389 -4.594 0.243 0.055 -0.208
C -3.109 -4.384 -0.940 -0.051 1.488 -2.244
O -3.198 -4.744 -2.125 0.306 -0.180 1.964
N -3.034 -3.060 -0.605 -0.367 -0.188 0.015
C -3.099 -2.621 0.770 0.693 -0.812 0.283
C -2.908 -1.975 -1.579 -0.070 -0.682 0.249
H -3.042 -5.023 -0.046 -0.214 -0.277 -0.249
H -3.963 -1.978 0.939 0.155 0.077 0.152
H -2.144 -2.190 1.073 -0.145 0.664 -0.057
H -3.140 -3.501 1.413 -0.479 -0.039 0.061
H -3.612 -1.162 -1.395 -0.169 -0.153 0.297
H -1.904 -1.567 -1.452 0.121 0.174 -0.385
H -3.093 -2.350 -2.584 0.243 -0.105 0.128
C -0.769 4.306 -2.789 -0.883 0.058 -0.285
O -1.609 3.437 -3.053 0.771 0.705 0.396
N -0.069 4.990 -3.726 -1.287 -1.569 -0.252
C 0.848 6.056 -3.404 0.305 -0.061 -0.856
C -0.440 4.737 -5.155 0.433 1.140 0.697
H -0.580 4.655 -1.762 0.193 -0.270 -0.027
H 0.433 7.030 -3.667 -0.071 0.109 0.041
H 1.716 5.883 -4.042 0.279 0.301 0.108
H 1.185 6.070 -2.368 -0.339 -0.338 0.035
H 0.473 4.563 -5.725 -0.079 0.073 -0.131
H -1.161 3.943 -5.341 0.302 -0.150 0.747
H -0.949 5.644 -5.484 0.246 0.165 -0.396
C -1.424 0.584 1.497 -0.898 -0.362 -0.733
O -2.427 1.255 1.334 -0.545 0.654 0.772
N -0.515 0.454 0.545 2.735 -0.986 -0.587
C 0.515 -0.617 0.721 -0.276 0.131 -0.253
C -0.572 1.098 -0.770 -0.355 -0.926 -0.679
H -1.230 -0.092 2.343 -0.150 0.260 0.241
H 0.238 -1.491 0.130 0.058 0.054 -0.263
H 0.631 -0.973 1.744 -0.746 0.454 0.177
H 1.532 -0.326 0.459 -0.358 0.426 -0.374
H -0.519 0.339 -1.553 0.172 -0.552 0.216
H -1.530 1.553 -1.016 0.176 0.499 0.771
H 0.278 1.732 -1.024 -0.057 0.427 0.646
C 3.380 -3.960 4.157 -0.558 -0.294 0.942
O 3.310 -4.433 5.295 0.279 0.307 -1.333
N 3.266 -2.657 3.863 0.274 1.224 0.018
C 2.959 -1.621 4.853 -0.285 0.285 0.169
C 3.230 -2.186 2.467 -0.038 -0.470 0.335
H 3.422 -4.507 3.202 0.308 -0.630 0.411
H 2.960 -1.847 5.919 0.250 -1.169 -0.293
H 1.936 -1.293 4.663 0.001 0.395 -0.183
H 3.649 -0.778 4.806 -0.070 0.100 -0.598
H 4.079 -1.554 2.208 -0.089 0.278 0.291
H 3.264 -3.016 1.762 -0.025 -0.283 0.302
H 2.290 -1.662 2.295 0.266 0.200 0.029
C -0.334 -3.234 3.751 3.236 -2.249 0.722
O -1.037 -2.364 3.373 -2.291 2.870 -1.159
N -0.694 -4.295 4.471 -1.640 -0.268 0.351
C 0.114 -5.428 4.871 0.236 0.949 -0.527
C -2.095 -4.390 4.808 -0.774 0.081 0.094
H 0.748 -3.225 3.541 0.187 -0.170 -0.056
H 0.064 -5.467 5.959 0.357 -0.420 -0.038
H 1.119 -5.240 4.494 0.091 -0.335 0.396
H -0.287 -6.325 4.398 0.056 -0.148 0.257
H -2.637 -3.528 4.421 0.148 -0.084 -0.119
H -2.544 -5.290 4.387 0.043 -0.113 -0.069
H -2.286 -4.406 5.882 0.325 -0.113 0.160
C 2.103 0.584 -5.741 0.720 0.413 0.068
O 2.592 0.505 -6.871 -0.776 -0.069 1.005
N 0.859 0.984 -5.409 0.660 -1.189 1.041
C 0.383 1.001 -3.981 0.755 0.352 -1.242
C -0.090 1.255 -6.434 -1.386 0.967 0.591
H 2.673 0.434 -4.811 0.397 -0.325 -0.223
H 1.186 0.825 -3.266 0.416 0.081 -0.388
H -0.343 0.222 -3.745 -0.222 0.067 -0.467
H -0.019 2.001 -3.816 -0.308 -0.271 0.232
H -1.007 0.707 -6.213 -0.040 -0.366 -0.480
H -0.398 2.287 -6.258 -0.108 0.137 -0.656
H 0.279 1.117 -7.449 0.130 -0.155 0.322
C 1.014 5.369 1.018 -0.357 -2.264 0.252
O 0.960 4.608 0.042 0.262 1.361 0.400
N 0.228 5.160 2.118 2.231 0.412 -0.901
C 0.392 5.946 3.315 -0.239 0.492 -0.007
C -0.816 4.205 2.044 -1.689 -0.813 0.410
H 1.801 6.131 1.126 -0.308 0.212 0.043
H -0.516 6.533 3.454 0.104 0.278 0.245
H 1.266 6.590 3.214 -0.179 0.189 -0.160
H 0.566 5.386 4.234 -0.119 -0.496 -0.210
H -0.765 3.449 1.261 0.418 0.567 -0.331
H -0.920 3.596 2.943 0.232 0.298 0.320
H -1.747 4.764 1.944 -0.340 -0.275 -0.123
C 3.060 2.172 1.748 -0.666 -0.895 1.362
O 2.704 1.124 2.320 0.539 1.263 -1.022
N 4.295 2.689 1.813 0.718 0.903 -0.264
C 5.427 1.964 2.383 0.488 -0.134 -1.572
C 4.685 3.871 1.027 -0.113 0.657 -0.476
H 2.358 2.845 1.232 -0.077 -0.240 -0.214
H 5.963 2.518 3.153 -0.497 -0.199 0.403
H 6.134 1.909 1.553 0.362 -0.035 -0.047
H 5.210 0.913 2.571 -0.397 0.359 0.646
H 5.415 4.519 1.513 0.149 -0.489 0.552
H 5.102 3.661 0.041 0.198 -0.710 0.141
H 3.904 4.586 0.771 -0.746 -0.517 0.440
O -3.280 2.472 -6.386 0.843 -0.560 -0.516
C -3.948 3.061 -5.588 0.016 0.814 -0.860
O -4.614 2.506 -4.617 -0.548 0.506 1.772
C -4.460 1.165 -4.280 -0.427 -2.714 0.172
C -3.129 0.725 -3.591 -0.446 0.838 -0.920
C -4.254 4.528 -5.618 0.840 0.224 -0.655
H -4.675 0.536 -5.145 0.772 0.102 -0.558
H -5.374 0.912 -3.741 0.309 0.337 0.886
H -2.331 0.989 -4.285 0.034 0.231 0.198
H -3.026 -0.351 -3.456 -0.581 0.024 -0.121
H -2.947 1.218 -2.636 -0.141 0.111 -0.139
H -5.178 4.661 -6.181 -0.407 0.118 0.689
H -3.529 5.046 -6.246 0.261 -0.145 0.153
H -4.193 4.910 -4.600 -0.612 0.217 -0.188
O 4.106 0.031 -3.046 0.440 1.270 -0.142
C 4.294 0.458 -1.927 -1.029 -0.535 -0.676
O 4.576 1.725 -1.577 0.300 -0.835 0.172
C 4.605 2.766 -2.552 0.563 0.788 0.443
C 3.266 3.467 -2.563 -0.736 -0.149 -0.797
C 4.167 -0.496 -0.794 0.533 -0.122 0.192
H 5.043 2.459 -3.502 -0.583 -0.401 -0.085
H 5.329 3.480 -2.157 0.174 -0.133 0.151
H 2.611 3.094 -1.775 0.223 0.102 0.268
H 2.710 3.265 -3.480 0.026 0.110 -0.173
H 3.368 4.545 -2.447 -0.020 -0.049 -0.022
H 5.165 -0.553 -0.358 -0.037 -0.272 0.345
H 3.889 -1.428 -1.283 0.011 -0.062 0.447
H 3.444 -0.227 -0.025 0.148 0.222 -0.094
O 1.954 -5.646 1.742 -1.464 -0.375 -2.220
C 1.328 -5.665 0.672 0.056 -1.254 1.892
O 0.764 -6.795 0.116 0.426 1.321 -0.678
C 0.499 -8.010 0.824 0.567 1.118 1.811
C -0.701 -7.741 1.747 -0.664 -1.053 -0.387
C 1.104 -4.434 -0.174 0.640 -0.968 -0.088
H 1.377 -8.293 1.407 0.092 0.294 0.270
H 0.411 -8.843 0.127 -0.633 0.475 -0.320
H -0.735 -6.833 2.348 0.919 0.100 -0.180
H -0.815 -8.578 2.436 -0.043 -0.054 0.055
H -1.628 -7.682 1.175 0.014 -0.189 -0.244
H 1.234 -4.730 -1.215 0.297 0.237 -0.049
H 1.885 -3.769 0.190 -0.393 0.481 -0.496
H 0.096 -4.020 -0.147 0.028 -0.025 0.521



23
Properties=species:S:1:pos:R:3:forces:R:3 method="wB97M-V/def2-TZVPD" relative_energy_kj_mol=48.8 e_homo_ha=-0.3025 lumo_energy_ev=0.201 spin_multiplicity=1
C -3.201 -0.212 0.719 1.193 -0.455 -1.142
C -2.316 -0.991 -0.074 -1.267 0.259 3.316
C -2.770 1.031 1.165 -0.379 0.011 -1.883
C -0.997 -0.642 -0.181 0.306 0.259 -2.395
C -1.572 1.527 0.702 2.138 -1.137 0.177
C -0.615 0.673 0.068 -1.014 1.144 0.952
C 2.113 -0.616 -0.600 -0.376 -0.572 -0.541
C 2.475 -1.784 -1.070 1.766 -0.680 -0.267
C 1.584 0.629 -1.254 -0.796 -1.383 -3.263
C 0.773 1.123 -0.164 -0.442 -0.744 4.123
C 1.910 -0.329 0.831 -0.654 3.129 -0.067
F 2.970 0.341 1.347 -0.228 -0.168 0.157
F 1.538 -1.246 1.738 -0.083 0.488 -0.976
Cl 1.089 2.793 0.369 0.231 -0.674 -0.382
H -4.138 -0.721 0.856 -0.536 0.620 0.573
H -2.688 -1.992 -0.070 0.304 -0.779 -1.193
H -3.378 1.813 1.522 -1.165 0.236 1.161
H -0.352 -1.296 -0.774 0.071 0.044 0.590
H -1.251 2.517 1.010 -0.257 -0.110 -0.288
H 2.862 -2.490 -0.291 -0.597 0.191 -1.235
H 2.698 -1.882 -2.158 -0.461 -0.436 1.035
H 2.350 1.355 -1.452 0.477 0.135 -0.531
H 0.914 0.400 -2.239 1.769 0.624 2.079



9
Properties=species:S:1:pos:R:3:forces:R:3 method="wB97M-V/def2-TZVPD" relative_energy_kj_mol=512.8 e_homo_ha=-0.3370 lumo_energy_ev=-1.347 spin_multiplicity=1
C -0.234 -0.514 -0.404 -0.799 2.274 2.933
C 1.210 -1.034 -0.141 0.136 -0.599 0.667
H -2.163 1.277 0.598 4.395 0.150 -2.605
H 0.761 1.352 0.202 -0.784 -1.738 -1.068
H 1.281 -2.105 0.094 -0.051 -0.100 -0.364
N -0.071 0.830 -0.193 -0.845 -0.078 0.268
O -1.099 1.675 -0.125 -4.013 -0.108 1.949
O 2.168 -0.306 0.020 -1.112 -0.619 -0.587
S -1.852 -1.175 -0.051 3.074 0.818 -1.194



54
Properties=species:S:1:pos:R:3:forces:R:3 method="wB97M-V/def2-TZVPD" relative_energy_kj_mol=52.8 e_homo_ha="-0.6265 / -0.6272" lumo_energy_ev="-10.569 / -10.515" total_charge=+3 spin_multiplicity=3
Mo 0.000 -0.889 1.419 1.185 0.429 1.204
O -0.297 0.098 -0.331 0.199 0.325 -0.536
C -1.414 -0.164 -1.272 -0.681 -0.087 -0.471
C -2.377 -1.022 -0.496 0.664 -0.378 0.628
O -3.446 -1.392 -0.404 -0.121 0.003 -0.211
O -1.297 -1.795 0.705 -1.284 -0.162 -0.417
C -2.011 1.173 -1.640 0.163 0.053 -0.091
C -3.287 1.589 -1.282 -0.032 0.038 0.101
C -3.725 2.851 -1.666 0.018 0.018 -0.019
C -2.895 3.695 -2.388 -0.025 -0.029 0.028
C -1.617 3.279 -2.744 0.019 0.008 -0.005
C -1.179 2.018 -2.384 -0.018 0.012 -0.011
C -0.974 -1.028 -2.443 0.139 0.019 0.111
C -0.003 -2.016 -2.275 -0.016 0.018 -0.034
C 0.335 -2.835 -3.339 0.021 0.004 0.036
C -0.304 -2.683 -4.563 -0.023 0.002 -0.027
C -1.283 -1.713 -4.724 0.001 -0.011 0.002
C -1.626 -0.885 -3.667 -0.006 0.018 -0.008
H 0.149 0.906 -0.643 -0.005 0.055 0.073
H -3.964 0.953 -0.729 0.008 -0.017 -0.013
H -4.725 3.168 -1.403 -0.003 0.002 -0.001
H -3.247 4.674 -2.685 -0.004 0.000 -0.006
H -0.977 3.927 -3.329 0.001 0.004 0.008
H -0.208 1.672 -2.730 -0.008 -0.014 -0.011
H 0.491 -2.154 -1.321 -0.010 -0.035 -0.013
H 1.086 -3.603 -3.213 -0.002 -0.003 0.002
H -0.044 -3.330 -5.390 0.000 0.001 -0.003
H -1.783 -1.598 -5.676 -0.007 -0.005 -0.001
H -2.394 -0.135 -3.799 -0.003 0.001 0.001
C -1.876 -0.044 5.144 -0.009 0.004 0.032
P -0.385 0.694 4.524 -0.046 -0.073 -0.312
C -0.552 2.454 4.372 -0.009 0.031 0.037
C 1.008 0.264 5.533 0.033 0.004 0.048
O -0.106 0.116 3.055 -0.115 -0.229 0.004
H -2.161 0.458 6.071 0.018 -0.006 0.010
H -1.716 -1.102 5.357 -0.021 -0.007 -0.028
H -2.685 0.078 4.423 -0.009 -0.002 0.007
H -0.666 2.885 5.370 -0.006 -0.003 0.002
H -1.435 2.702 3.782 0.009 0.005 -0.011
H 0.341 2.874 3.910 -0.008 0.011 -0.002
H 0.799 0.560 6.564 0.000 0.012 -0.002
H 1.900 0.789 5.191 0.006 -0.019 -0.004
H 1.170 -0.814 5.508 0.004 0.002 0.010
S 1.955 -2.217 1.340 -0.054 0.014 -0.142
C 3.217 -1.555 0.336 0.041 -0.005 0.023
N 4.388 -2.120 0.328 -0.008 -0.064 -0.062
C 5.448 -1.465 -0.462 -0.019 0.031 0.014
C 4.736 -0.510 -1.425 0.018 -0.011 -0.011
S 3.083 -0.200 -0.695 -0.006 0.024 0.053
H 4.589 -2.943 0.888 0.007 0.014 0.018
H 6.017 -2.222 -0.997 0.011 0.010 -0.003
H 6.113 -0.941 0.225 -0.008 0.001 0.008
H 4.582 -0.940 -2.412 -0.010 -0.012 0.007
H 5.256 0.439 -1.518 0.005 -0.003 -0.010